# C23H41ClN3O3PtSi

A structure of composition C23H41ClN3O3PtSi (ωB97M-V/def2-TZVPD, the OMol25 dataset).

Last column: Mulliken spin population.
Geometry (Å):
Pt  0.75865  -2.61452  -0.17549  1.456
Cl  -2.97594  1.48052  6.08117  0.000
Si  0.25300  -2.52192  2.11397  0.270
O  -1.48217  4.41172  -2.17515  0.000
O  -0.45106  -4.39142  -0.97101  0.033
O  2.16061  -3.78146  -1.95429  0.001
N  -0.41625  -1.02050  -1.10250  0.123
N  -0.93735  0.90738  -1.93925  0.008
N  -2.05172  0.47767  -1.30912  0.006
C  1.08606  -1.03020  2.87417  0.057
C  -1.57627  -4.16185  -1.82634  -0.001
C  -2.20169  1.73714  4.55046  0.000
C  0.87151  -4.11075  2.88658  0.050
C  -0.95218  2.12085  2.09474  0.002
C  3.39418  -4.20662  -1.37053  0.003
C  -2.82969  1.31170  3.38862  0.000
C  -2.20230  1.50806  2.17030  -0.002
C  -1.60180  -2.39128  2.33548  0.004
C  0.88269  3.92052  -1.80859  0.000
C  0.02793  0.00429  -1.82094  -0.019
C  0.44637  -5.40893  -1.44323  0.005
C  1.07720  4.54675  -3.19675  0.000
C  1.38914  -4.85386  -2.49264  -0.005
C  -1.70103  -0.67690  -0.81012  -0.014
C  1.20341  4.99833  -0.76652  0.000
C  -0.96990  2.36327  4.50229  0.000
C  -1.04795  3.19286  -0.18518  -0.001
C  1.89788  2.77495  -1.68187  -0.001
C  -0.59090  3.42652  -1.64093  0.001
C  -0.91739  2.22551  -2.57055  0.001
C  -0.35426  2.55167  3.27123  0.001
C  -0.25691  2.28136  0.76349  -0.030
H  0.72536  -0.09930  2.43242  -0.026
H  -2.69722  1.18334  1.26109  0.000
H  2.13276  4.78803  -3.33401  0.000
H  2.18388  5.42660  -0.97897  0.000
H  0.38676  -4.98184  2.44026  -0.007
H  4.01805  -4.69096  -2.12392  0.001
H  -2.10214  -5.10238  -1.99176  0.002
H  -3.79880  0.83471  3.44633  0.000
H  -1.83700  -2.51836  3.39733  0.004
H  -1.92220  2.38145  -2.95288  0.000
H  -2.23345  -3.46880  -1.31122  0.004
H  -1.10962  4.17849  0.28515  0.000
H  0.74366  2.67407  0.94238  -0.003
H  1.01579  0.11023  -2.23521  0.004
H  -0.11775  1.28813  0.33137  0.031
H  2.17199  -1.06604  2.77417  0.008
H  -1.37884  5.22970  -1.67605  0.000
H  2.03953  -5.64458  -2.87336  -0.001
H  0.61657  3.03271  3.23555  0.000
H  -0.49791  2.69686  5.41608  0.000
H  -1.98629  -1.41121  2.04863  -0.006
H  2.90532  3.19119  -1.63154  0.000
H  0.50248  5.46268  -3.31631  0.000
H  1.22586  4.61102  0.25176  0.000
H  -2.36310  -1.28845  -0.22091  0.001
H  -2.13662  -3.17067  1.78744  -0.003
H  1.95128  -4.22790  2.78469  0.007
H  1.87704  2.13413  -2.56791  0.000
H  0.99940  -5.74533  -0.56557  0.004
H  0.83405  -4.44204  -3.33599  -0.001
H  3.89552  -3.31541  -1.00328  -0.008
H  -0.23532  2.16922  -3.41453  -0.001
H  3.22798  -4.89303  -0.53602  0.009
H  0.63450  -4.11086  3.95515  0.017
H  0.84875  -0.99285  3.94269  0.012
H  -2.07766  2.83533  -0.24322  -0.001
H  0.78943  3.87260  -4.00563  0.000
H  1.75532  2.15716  -0.79627  0.002
H  -0.13162  -6.25058  -1.83070  0.002
H  -1.27543  -3.73186  -2.78296  -0.003
H  0.48775  5.82396  -0.79572  0.000

Properties
Orbital gap (alpha / beta) ... 8.503 / 6.731 eV
Spin multiplicity ... 3
Net charge ... +1
LUMO level (alpha / beta) ... -2.226 / -4.265 eV



# C7H6O3

An isolated molecule of C7H6O3 at a distorted geometry (ωB97M-V/def2-TZVPD, the OMol25 dataset).

Last column: Löwdin charge in e.
Geometry (Å):
O  1.70928  0.48916  0.90436  -0.026
O  1.48308  2.97992  1.47025  0.264
O  -1.50010  0.44375  -0.80162  -0.014
C  -1.45993  1.64155  -0.51028  -0.084
C  -0.31212  -0.45218  -0.23011  -0.358
C  0.46466  0.67669  0.35107  -0.235
C  0.49910  2.77745  0.89240  -0.046
C  -0.84616  -1.38539  0.84398  0.015
C  0.61443  -0.98224  -1.41075  0.029
C  -0.29019  1.92577  0.25473  -0.138
H  -1.61519  -0.87452  1.37882  0.086
H  0.84750  -2.00319  -1.04179  0.092
H  0.04768  -0.90754  -2.41906  0.123
H  -0.05033  -1.58087  1.56580  0.099
H  -1.11369  -2.33262  0.26147  0.122
H  1.52198  -0.41575  -1.50927  0.070

Properties
Orbital gap ... 7.888 eV
LUMO level ... -0.534 eV



# C4H6Cl2O

An isolated molecule of C4H6Cl2O at a distorted geometry (ωB97M-V/def2-TZVPD, the OMol25 dataset).

Last column: Löwdin charge in e.
Geometry (Å):
Cl  1.06099  -1.81883  0.22692  0.710
Cl  2.40821  1.25295  0.67184  0.556
O  -0.59050  -0.40887  -1.21060  -0.067
C  0.58963  -0.28257  -0.46725  -0.821
C  -0.89549  0.30885  -0.04481  -0.243
C  1.81805  0.57697  -0.87516  -0.538
C  -1.72580  -0.44327  0.97242  -0.049
H  2.58609  -0.06041  -1.18873  0.030
H  -0.96569  1.28362  -0.14951  0.081
H  -2.10414  0.20388  1.83420  0.105
H  1.51384  1.38369  -1.63459  0.122
H  -1.10054  -1.20603  1.42523  0.036
H  -2.59466  -0.78997  0.44004  0.077

Properties
Orbital gap ... 10.692 eV
SMILES string ... C[C@@H]1O[C@@]1(Cl)CCl
LUMO level ... 0.842 eV



# C7H14O2

A structure of composition C7H14O2 at a distorted geometry (ωB97M-V/def2-TZVPD, the OMol25 dataset).

Last column: Löwdin charge in e.
Geometry (Å):
O  -0.43318  1.96725  -1.58625  0.049
O  1.07217  0.16085  -0.69917  -0.245
C  -0.25748  1.41402  -0.54763  -0.281
C  2.32713  0.57171  -1.29036  -0.020
C  0.99057  -0.38477  0.66357  -0.176
C  1.76888  0.18108  1.61061  0.063
C  -1.70747  -0.90602  -1.14737  -0.115
C  -1.46061  -0.04428  0.08186  -0.325
C  -1.75270  -0.77401  1.38413  -0.126
H  2.09100  1.38660  -1.97362  0.097
H  2.15375  1.18711  1.51903  0.068
H  -2.72299  -1.31124  -1.15796  0.072
H  -1.19673  -1.71362  1.43105  0.060
H  -1.64147  -0.32876  -2.07047  0.070
H  -1.49334  -0.16019  2.24744  0.072
H  3.09362  0.91352  -0.59709  0.086
H  2.68990  -0.30010  -1.82896  0.097
H  -2.80136  -1.07970  1.42828  0.076
H  -0.13624  1.91482  0.42202  0.123
H  -2.19930  0.76683  0.06070  0.101
H  -1.02119  -1.75465  -1.19414  0.071
H  0.80068  -1.44984  0.65135  0.121
H  1.83634  -0.25660  2.59297  0.064

Properties
Orbital gap ... 8.631 eV
LUMO level ... 0.826 eV



Asked for ΔE to the lowest compared entry with this formula, charge and spin across the records above, the calculation gives 0.00 117.75 38.04 124.87 kcal/mol in order.